1.
Below is a single C16H21FN2OS molecule in a non-equilibrium geometry, with properties calculated with ωB97M-V/def2-TZVPD.

Last column: Mulliken charge in e.
CARTESIAN COORDINATES (ANGSTROEM)
C (-3.23, -3.09, -0.01)  -1.897
C (-1.99, -2.16, -0.69)  -0.249
C (-0.90, -2.59, 0.14)  -1.386
N (0.10, -1.74, -0.23)  0.117
C (1.30, -1.35, 0.18)  0.384
S (1.50, -1.91, 1.69)  -0.461
N (2.27, -0.66, -0.40)  0.186
C (3.40, -0.08, 0.47)  -0.886
C (3.35, 1.67, 0.19)  -1.599
C (2.02, 2.06, -0.16)  -0.904
C (1.08, 1.75, 0.88)  0.142
O (1.47, 1.66, 2.25)  -0.652
C (-0.35, 1.53, 0.84)  1.265
C (-1.14, 0.73, 1.64)  -0.578
C (-2.37, 0.78, 1.36)  -0.629
C (-3.14, 1.55, 0.63)  0.674
F (-4.45, 1.57, 0.13)  -0.314
C (-2.47, 2.42, -0.34)  -0.805
C (-1.17, 2.61, 0.04)  -0.436
C (1.58, 1.45, -1.53)  -0.741
C (2.24, -0.13, -1.55)  -1.196
H (-3.28, -2.87, 0.95)  0.545
H (-4.13, -2.97, -0.47)  0.501
H (-3.19, -4.08, 0.05)  0.599
H (-2.34, -1.22, -0.61)  0.262
H (-1.98, -2.66, -1.88)  0.202
H (-0.99, -2.27, 1.17)  0.457
H (-0.65, -3.43, 0.06)  1.015
H (0.17, -1.43, -1.12)  0.064
H (4.30, -0.56, 0.25)  0.524
H (3.18, 0.00, 1.57)  0.286
H (3.65, 2.09, 0.96)  0.742
H (4.12, 1.51, -0.76)  0.223
H (2.01, 2.93, -0.37)  1.562
H (-0.56, -0.02, 2.27)  0.489
H (-2.96, 0.00, 2.00)  0.205
H (-3.03, 3.12, -0.76)  0.561
H (-0.52, 3.37, -0.63)  0.150
H (0.38, 1.14, -1.39)  0.073
H (1.85, 1.94, -2.34)  0.811
H (3.24, 0.12, -2.06)  0.391
H (1.63, -0.76, -2.44)  0.304

calculated total energy = -35498.17359 eV
E_LUMO = -0.630 eV
highest occupied orbital energy = -7.52 eV
SMILES = CCCNC(=S)N1CCC(C(=O)c2ccc(F)cc2)CC1

2.
Below is a single C4H5N molecule in a non-equilibrium geometry, with properties calculated with ωB97M-V/def2-TZVPD.

Last column: Mulliken charge in e.
CARTESIAN COORDINATES (ANGSTROEM)
C (-2.47, -0.02, -0.19)  0.189
C (-1.31, -0.05, 0.13)  -0.658
C (0.09, -0.11, 0.44)  -0.003
C (1.21, 0.60, -0.15)  -0.393
N (0.88, -0.76, -0.52)  -0.546
H (-3.44, 0.15, -0.64)  0.403
H (0.37, -0.69, 1.42)  0.216
H (2.04, 0.76, 0.44)  0.305
H (1.02, 1.48, -0.82)  0.225
H (1.62, -1.35, -0.12)  0.263

calculated total energy = -5715.24805 eV
E_LUMO = 0.945 eV
highest occupied orbital energy = -9.81 eV
SMILES = C#C[C@@H]1CN1

3.
Below is a single C3H5FO molecule in a non-equilibrium geometry, with properties calculated with ωB97M-V/def2-TZVPD.

Last column: Mulliken charge in e.
CARTESIAN COORDINATES (ANGSTROEM)
O (-1.60, -0.79, -0.54)  -0.511
C (-0.92, 0.10, 0.40)  -0.470
C (0.37, 0.66, -0.15)  -0.133
C (1.60, 0.14, -0.25)  -0.177
F (1.70, -1.15, 0.08)  -0.251
H (-1.52, -1.69, -0.10)  0.320
H (-1.62, 0.95, 0.50)  0.228
H (-0.88, -0.41, 1.34)  0.366
H (0.45, 1.70, -0.53)  0.231
H (2.43, 0.50, -0.74)  0.397

calculated total energy = -7955.39542 eV
E_LUMO = 0.848 eV
highest occupied orbital energy = -9.80 eV
SMILES = OC/C=C\F